The following is a quantum chemistry calculation of C17H16N2O3S4 in the gas phase, from OMol25.

Calculated values
Structure (SMILES): O=C(NCS[C@H]1Oc2ccccc2S1)NCS[C@@H]1Oc2ccccc2S1
E_HOMO (hartree): -0.2972
Calculated total energy (eV): -70351.821
ΔE to the lowest compared entry with this formula, charge and spin (eV): 0.0000
Lowest unoccupied orbital energy (eV): 0.52
HOMO-LUMO gap (Ha): 0.3162

Geometry as XYZ:
```
42
C17H16N2O3S4 ωB97M-V/def2-TZVPD
O 0.38 -0.16 -3.94
O -0.42 2.29 0.84
O 0.85 -0.90 -0.05
S -2.48 3.14 -0.66
S 1.87 -3.40 0.15
S 0.38 3.59 -1.43
S -0.90 -2.82 -0.91
C -0.36 -0.06 -2.99
C -2.41 -0.63 1.84
C 3.55 0.15 2.23
C -3.59 -0.34 1.15
C 4.22 -1.08 2.39
C -1.29 0.19 1.72
C 2.39 0.24 1.45
C -3.69 0.81 0.35
C 3.73 -2.23 1.76
C -1.42 1.37 0.98
C 1.89 -0.91 0.82
C -2.59 1.68 0.30
C 2.57 -2.11 1.01
N -0.34 1.02 -2.14
N -1.32 -1.04 -2.86
C -0.82 3.39 -0.02
C 0.81 -2.16 -0.74
C 0.79 1.92 -1.95
C -1.77 -1.38 -1.52
H -2.36 -1.47 2.52
H 3.97 1.01 2.71
H -4.48 -0.88 1.34
H 5.10 -1.17 3.00
H -0.37 -0.02 2.27
H 1.84 1.20 1.33
H -4.61 1.02 -0.19
H 4.32 -3.14 1.88
H -1.05 1.03 -1.42
H -1.22 -1.78 -3.56
H -0.77 4.32 0.53
H 1.28 -2.00 -1.70
H 1.37 1.96 -2.89
H 1.48 1.50 -1.24
H -1.68 -0.60 -0.79
H -2.85 -1.57 -1.56
```